A structure of composition C4H12ClMgO2S2 in a non-equilibrium geometry, computed with ωB97M-V with the def2-TZVPD basis set.

```
22
C4H12ClMgO2S2, DFT ωB97M-V with the def2-TZVPD basis set
Mg 1.6911 -2.7160 -1.1571
Cl 2.3071 -4.6778 -1.6930
C -1.7318 -1.7315 0.6087
S -1.6236 -2.5021 -1.0398
O -0.1778 -2.3844 -1.3853
C -1.7227 -4.1744 -0.5504
H -2.6710 -2.0917 1.0378
H -1.6756 -0.6100 0.4426
H -0.8244 -2.1001 1.1471
H -1.0518 -4.4021 0.2749
H -1.5149 -4.7547 -1.4067
H -2.6984 -4.2968 -0.0113
C 0.2980 4.6652 0.2560
S 0.9411 3.4522 1.3805
O 0.0478 2.3175 1.4467
C 2.2883 2.9406 0.3198
H 0.7009 5.6026 0.6048
H -0.7605 4.6491 0.3463
H 0.4890 4.3739 -0.7612
H 2.9827 3.7822 -0.0264
H 1.7960 2.5054 -0.5611
H 2.9106 2.1528 0.7272
```

Output
HOMO (hartree): -0.420
Multiplicity: 1
HOMO-LUMO gap (eV): 6.106
Net charge: +1